[1]
This record from the Open Molecules 2025 dataset describes a molecular structure, C56H57CrN7O2P2Si2. The level of theory is ωB97M-V/def2-TZVPD.

Positions of all 127 atoms, in Å:
Cr1 1.038 0.445 1.027
O1 1.841 2.098 1.222
C1 2.194 2.741 2.291
C2 3.118 3.788 2.177
C3 3.533 4.507 3.279
C4 3.026 4.202 4.535
C5 2.103 3.187 4.677
C6 1.656 2.432 3.579
C7 0.648 1.438 3.740
N1 0.250 0.622 2.793
N2 -0.761 -0.213 3.059
C8 -1.102 -0.896 1.971
O2 -0.447 -0.681 0.867
C9 -2.209 -1.805 1.980
C10 -2.771 -2.224 0.650
C11 -3.468 -3.520 0.774
C12 -4.022 -3.956 1.931
C13 -3.722 -3.306 3.142
C14 -2.773 -2.290 3.142
H1 3.501 4.006 1.191
H2 4.253 5.304 3.159
H3 3.350 4.770 5.398
H4 1.710 2.950 5.659
H5 0.156 1.368 4.711
H6 -1.982 -2.243 -0.111
H7 -4.150 -5.045 -0.358
H8 -4.626 -4.860 1.932
H9 -4.151 -3.669 4.065
H10 -2.402 -1.887 4.073
C15 -1.264 3.739 2.656
Si1 -1.800 3.530 0.838
C16 -1.527 5.250 0.013
C17 -3.714 3.396 1.038
N3 -0.938 2.266 0.073
P1 -1.273 1.619 -1.364
C18 -0.146 0.646 -2.282
P2 1.347 0.463 -1.386
N4 2.346 -0.518 1.682
Si2 3.215 -1.229 2.935
C19 2.888 -0.534 4.706
C20 5.120 -1.038 2.674
C21 2.877 -3.108 3.203
C22 2.261 -0.814 -2.313
C23 1.642 -1.687 -3.197
C24 2.384 -2.653 -3.855
C25 3.754 -2.732 -3.659
C26 4.377 -1.858 -2.782
C27 3.632 -0.918 -2.098
C28 2.215 1.944 -2.050
C29 3.003 1.908 -3.198
C30 3.558 3.069 -3.708
C31 3.352 4.287 -3.081
C32 2.553 4.335 -1.946
C33 1.967 3.183 -1.458
C34 -1.881 2.901 -2.536
C35 -3.204 3.321 -2.539
C36 -3.592 4.414 -3.292
C37 -2.658 5.088 -4.065
C38 -1.345 4.642 -4.106
C39 -0.962 3.552 -3.346
C40 -2.694 0.506 -1.272
C41 -3.225 -0.066 -2.486
C42 -4.118 -1.048 -2.441
C43 -4.553 -1.742 -1.175
C44 -3.858 -1.205 0.103
C45 -3.112 0.060 -0.079
H11 -1.858 4.512 3.137
H12 -1.415 2.820 3.211
H13 -0.219 4.011 2.751
H14 -1.798 6.044 0.704
H15 -0.489 5.396 -0.269
H16 -2.127 5.368 -0.885
H17 -4.117 4.308 1.474
H18 -4.227 3.227 0.098
H19 -3.970 2.574 1.700
H20 3.095 0.529 4.768
H21 1.843 -0.683 4.960
H22 3.485 -1.040 5.463
H23 5.393 0.008 2.569
H24 5.679 -1.447 3.512
H25 5.448 -1.554 1.777
H26 1.847 -3.335 2.943
H27 3.518 -3.737 2.595
H28 3.037 -3.387 4.242
H29 0.572 -1.611 -3.337
H30 1.893 -3.361 -4.512
H31 4.339 -3.477 -4.186
H32 5.446 -1.931 -2.619
H33 4.091 -0.262 -1.370
H34 3.179 0.970 -3.705
H35 4.157 3.011 -4.609
H36 3.791 5.194 -3.483
H37 2.390 5.280 -1.441
H38 1.295 3.228 -0.613
H39 -3.924 2.778 -1.941
H40 -4.623 4.747 -3.274
H41 -2.958 5.954 -4.643
H42 -0.620 5.150 -4.730
H43 0.056 3.185 -3.370
H44 -2.921 0.387 -3.420
H45 -4.606 -1.415 -3.333
H46 -5.627 -1.518 -1.071
H47 -4.599 -1.113 0.908
H48 -2.751 0.537 0.822
C46 3.201 -4.494 -0.057
C47 2.959 -3.132 -0.149
N5 1.758 -2.636 -0.409
C48 0.749 -3.463 -0.534
C49 0.840 -4.861 -0.361
C50 2.139 -5.364 -0.165
C51 -0.279 -5.720 -0.170
C52 -1.621 -5.426 -0.256
C53 -2.310 -4.501 -1.050
C54 -2.043 -4.102 -2.357
C55 -3.104 -3.751 -3.185
N6 -4.351 -3.594 -2.797
C56 -4.560 -3.318 -1.437
N7 -3.651 -4.163 -0.513
H49 4.199 -4.864 0.136
H50 3.746 -2.410 -0.002
H51 -0.205 -3.000 -0.727
H52 2.289 -6.432 -0.059
H53 -0.039 -6.671 0.297
H54 -2.268 -6.035 0.378
H55 -1.057 -4.264 -2.757
H56 -2.949 -3.716 -4.258
H57 -5.571 -3.663 -1.163

Properties
2S+1 = 5
LUMO energy (alpha / beta) = 4.3 / 4.2 eV
Molar mass = 1030.24 Da
E = -136275.780 eV
Relative energy (zero: lowest compared OMol25 entry of this formula, charge and spin) = 797.61 kJ/mol
Net charge = -2

Atomic partial charges in e from the Löwdin method, atoms 1 to 6: atom 1 (Cr): 0.595, atom 2 (O): -0.224, atom 3 (C): -0.331, atom 4 (C): -0.012, atom 5 (C): -0.113, atom 6 (C): -0.133


[2]
This record from the Open Molecules 2025 dataset describes a molecular structure, C56H59FMoN9O6Te. The level of theory is ωB97M-V/def2-TZVPD.

Positions of all 133 atoms, in Å:
Mo1 -0.226 -0.183 -0.244
O1 -3.882 -0.357 -2.232
C1 -2.873 -0.568 -1.578
N1 -2.049 0.351 -1.040
C2 -2.528 1.710 -1.005
C3 -1.950 2.336 0.222
C4 -2.365 3.560 0.726
C5 -1.748 4.069 1.853
C6 -0.714 3.350 2.438
C7 -0.353 2.141 1.880
N2 -0.971 1.638 0.807
C8 -2.441 -1.966 -1.230
C9 -3.175 -3.075 -1.592
C10 -2.749 -4.318 -1.146
C11 -1.607 -4.400 -0.362
C12 -0.918 -3.239 -0.054
N3 -1.333 -2.048 -0.483
H1 -2.223 2.289 -1.889
H2 -3.622 1.724 -0.986
H3 -3.175 4.086 0.241
H4 -2.069 5.012 2.274
H5 -0.198 3.710 3.315
H6 0.445 1.533 2.281
H7 -4.065 -2.931 -2.188
H8 -3.304 -5.210 -1.398
H9 -1.248 -5.346 0.014
H10 -0.012 -3.245 0.540
C13 6.954 2.150 -2.330
C14 5.959 1.569 -3.319
N4 4.584 1.550 -2.795
C15 4.041 0.377 -2.422
C16 2.863 0.239 -1.746
C17 2.393 -1.162 -1.441
O2 2.862 -2.075 -2.096
O3 1.546 -1.294 -0.473
C18 2.140 1.407 -1.394
O4 1.097 1.431 -0.676
C19 2.656 2.668 -1.910
C20 1.919 3.848 -1.723
C21 2.392 5.026 -2.208
F1 1.711 6.166 -1.960
C22 3.602 5.113 -2.935
C23 4.325 3.950 -3.118
C24 3.871 2.723 -2.597
N5 4.059 6.343 -3.422
C25 3.191 7.410 -3.866
C26 3.618 7.895 -5.243
N6 5.073 8.295 -5.207
C27 5.946 7.159 -4.734
C28 5.447 6.727 -3.366
H11 7.947 2.167 -2.778
H12 7.003 1.540 -1.429
H13 6.693 3.165 -2.031
H14 6.212 0.533 -3.539
H15 5.965 2.101 -4.271
H16 4.606 -0.513 -2.671
H17 0.996 3.820 -1.160
H18 5.238 3.983 -3.692
H19 3.204 8.249 -3.157
H20 2.161 7.071 -3.940
H21 3.048 8.766 -5.562
H22 3.535 7.107 -5.990
H23 5.183 9.087 -4.565
H24 5.376 8.620 -6.127
H25 6.975 7.514 -4.717
H26 5.839 6.365 -5.472
H27 5.570 7.568 -2.665
H28 6.067 5.916 -2.991
C29 7.213 -5.345 2.956
C30 5.961 -4.517 2.892
C31 5.619 -3.653 3.924
C32 4.466 -2.877 3.885
C33 4.186 -1.952 5.039
C34 3.640 -2.975 2.756
Te1 1.825 -1.796 2.824
N7 -0.033 -0.780 1.709
C35 -1.230 -0.896 2.343
O5 -2.291 -0.587 1.797
C36 -1.302 -1.285 3.795
C37 -1.753 -0.322 4.692
C38 -1.858 -0.616 6.042
C39 -1.536 -1.885 6.504
C40 -1.126 -2.862 5.608
C41 -1.006 -2.559 4.260
C42 2.884 0.008 2.593
C43 3.893 0.087 1.642
C44 4.601 1.267 1.474
C45 4.299 2.368 2.261
C46 3.312 2.273 3.229
C47 2.596 1.093 3.425
C48 1.600 1.007 4.550
C49 3.945 -3.847 1.712
C50 3.077 -4.035 0.499
C51 5.112 -4.602 1.800
H29 7.712 -5.234 3.916
H30 7.915 -5.047 2.176
H31 6.991 -6.401 2.808
H32 6.263 -3.585 4.792
H33 4.899 -2.128 5.842
H34 3.183 -2.089 5.450
H35 4.279 -0.906 4.736
H36 -2.034 0.655 4.319
H37 -2.208 0.139 6.732
H38 -1.622 -2.118 7.557
H39 -0.903 -3.860 5.958
H40 -0.720 -3.342 3.563
H41 4.144 -0.786 1.054
H42 5.398 1.318 0.743
H43 4.850 3.292 2.146
H44 3.105 3.123 3.868
H45 1.321 2.003 4.894
H46 2.031 0.475 5.401
H47 0.689 0.471 4.272
H48 2.136 -3.493 0.565
H49 2.853 -5.093 0.355
H50 3.576 -3.686 -0.403
H51 5.351 -5.286 0.994
N8 -0.002 -0.512 -2.516
C52 0.034 -1.122 -3.499
N9 0.080 -1.827 -4.598
C53 1.352 -2.473 -4.969
C54 2.137 -1.523 -5.855
O6 1.376 -1.094 -6.968
C55 0.180 -0.442 -6.589
C56 -0.701 -1.358 -5.757
H52 1.098 -3.387 -5.507
H53 1.903 -2.720 -4.062
H54 3.021 -2.018 -6.256
H55 2.457 -0.652 -5.261
H56 -0.326 -0.150 -7.509
H57 0.416 0.465 -6.011
H58 -0.982 -2.243 -6.329
H59 -1.604 -0.859 -5.408

Properties
2S+1 = 4
LUMO energy (alpha / beta) = -4.9 / -4.9 eV
Molar mass = 1196.68 Da
E = -96581.177 eV
Relative energy (zero: lowest compared OMol25 entry of this formula, charge and spin) = 0.00 kJ/mol
Net charge = +2

Atomic partial charges in e from the Löwdin method, atoms 1 to 6: atom 1 (Mo): 1.766, atom 2 (O): 0.070, atom 3 (C): -0.496, atom 4 (N): -0.140, atom 5 (C): -0.128, atom 6 (C): -0.230


[3]
This record from the Open Molecules 2025 dataset describes a molecular structure, C56H60As2ClN2O7S4V. The level of theory is ωB97M-V/def2-TZVPD.

Positions of all 133 atoms, in Å:
V1 -0.465 -0.620 0.581
O1 3.201 0.301 2.902
C1 3.793 -0.908 2.842
C2 5.046 -1.048 3.443
C3 5.728 -2.247 3.371
C4 5.178 -3.334 2.697
C5 3.935 -3.199 2.107
C6 3.221 -2.005 2.175
C7 1.891 -1.877 1.519
O2 1.277 -0.755 1.677
N1 1.443 -2.879 0.822
N2 0.243 -2.550 0.141
C8 -0.321 -3.624 -0.273
S1 -1.703 -3.618 -1.354
C9 -1.543 -5.370 -1.781
C10 -1.110 -6.110 -0.531
S2 0.295 -5.217 0.182
H1 2.372 0.210 2.346
H2 5.467 -0.187 3.947
H3 6.702 -2.335 3.838
H4 5.714 -4.272 2.636
H5 3.481 -4.024 1.573
H6 -0.815 -5.502 -2.583
H7 -2.520 -5.708 -2.131
H8 -0.782 -7.127 -0.752
H9 -1.928 -6.149 0.189
C11 0.793 1.579 -2.800
As1 1.012 0.969 -0.956
C12 1.566 2.673 -0.193
C13 2.797 0.117 -1.075
C14 3.857 0.609 -0.313
C15 5.080 -0.044 -0.272
C16 5.270 -1.202 -1.008
C17 4.231 -1.691 -1.783
C18 2.996 -1.049 -1.822
As2 1.538 -1.767 -2.931
C19 2.412 -1.426 -4.667
C20 1.999 -3.672 -2.832
H10 1.759 1.883 -3.204
H11 0.103 2.419 -2.764
H12 0.366 0.786 -3.411
H13 2.358 3.116 -0.797
H14 1.898 2.526 0.830
H15 0.685 3.308 -0.196
H16 3.728 1.497 0.291
H17 5.873 0.345 0.355
H18 6.216 -1.730 -0.967
H19 4.386 -2.600 -2.354
H20 3.453 -1.748 -4.647
H21 2.370 -0.361 -4.895
H22 1.877 -1.974 -5.445
H23 2.915 -3.897 -3.379
H24 1.177 -4.246 -3.260
H25 2.110 -3.951 -1.785
C21 -1.388 -2.988 3.584
C22 -1.507 -1.495 3.275
C23 -2.639 -0.858 4.080
O3 -1.722 -1.297 1.920
H26 -1.191 -3.179 4.645
H27 -0.578 -3.424 2.995
H28 -2.320 -3.498 3.311
H29 -0.561 -1.023 3.591
H30 -3.583 -1.368 3.859
H31 -2.755 0.189 3.791
H32 -2.459 -0.907 5.160
O4 0.004 1.507 2.280
S3 -0.785 2.465 3.104
C24 0.288 3.894 3.297
C25 -0.265 5.161 3.244
C26 0.568 6.270 3.353
C27 1.933 6.093 3.502
C28 2.478 4.812 3.542
C29 1.657 3.704 3.438
C30 -0.681 1.914 4.811
C31 -1.600 2.424 5.718
C32 -1.565 1.992 7.035
C33 -0.625 1.047 7.428
C34 0.281 0.539 6.508
C35 0.257 0.971 5.188
H33 -1.330 5.284 3.091
H34 0.144 7.265 3.300
H35 2.583 6.957 3.578
H36 3.548 4.681 3.648
H37 2.065 2.699 3.453
H38 -2.345 3.142 5.392
H39 -2.281 2.379 7.749
H40 -0.606 0.699 8.453
H41 1.007 -0.205 6.810
H42 0.946 0.575 4.456
Cl1 -3.747 8.264 2.214
C36 -3.313 6.707 1.540
C37 -3.894 5.561 2.057
C38 -3.515 4.330 1.540
C39 -2.593 4.245 0.504
C40 -2.043 5.413 -0.010
C41 -2.388 6.652 0.511
C42 -2.147 2.878 -0.028
O5 -2.466 1.899 0.687
O6 -1.511 2.877 -1.101
H43 -4.616 5.636 2.860
H44 -3.919 3.409 1.942
H45 -1.333 5.326 -0.822
H46 -1.949 7.564 0.129
O7 -2.112 -0.799 -0.890
S4 -3.260 0.132 -1.188
C43 -4.486 -0.148 0.127
C44 -5.054 -1.529 0.227
C45 -4.291 -2.556 0.780
C46 -4.815 -3.840 0.847
C47 -6.089 -4.115 0.372
C48 -6.856 -3.093 -0.172
C49 -6.338 -1.808 -0.241
C50 -4.158 -0.632 -2.590
C51 -3.232 -1.231 -3.607
C52 -2.183 -0.490 -4.139
C53 -1.326 -1.056 -5.069
C54 -1.514 -2.369 -5.485
C55 -2.562 -3.110 -4.962
C56 -3.415 -2.544 -4.024
H47 -5.261 0.607 -0.034
H48 -3.909 0.134 1.009
H49 -3.295 -2.323 1.156
H50 -4.214 -4.631 1.282
H51 -6.490 -5.120 0.431
H52 -7.857 -3.292 -0.536
H53 -6.939 -1.006 -0.659
H54 -4.705 0.210 -3.025
H55 -4.877 -1.373 -2.242
H56 -2.018 0.528 -3.801
H57 -0.501 -0.474 -5.460
H58 -0.839 -2.811 -6.208
H59 -2.712 -4.137 -5.277
H60 -4.220 -3.130 -3.595

Properties
2S+1 = 4
LUMO energy (alpha / beta) = 2.1 / 2.1 eV
Molar mass = 1237.61 Da
E = -279591.377 eV
Relative energy (zero: lowest compared OMol25 entry of this formula, charge and spin) = 0.00 kJ/mol
Net charge = -1

Atomic partial charges in e from the Löwdin method, atoms 1 to 6: atom 1 (V): 0.628, atom 2 (O): 0.026, atom 3 (C): -0.273, atom 4 (C): -0.028, atom 5 (C): -0.103, atom 6 (C): -0.105


- Which value of 2S+1 does entry 2 give?
  4